1.
{"formula": "C22H60F6O20PS8", "method": "ωB97M-V with the def2-TZVPD basis set", "orbital_gap_ev": [8.53, 3.64], "homo_energy_ha": [-0.3424, -0.3424], "multiplicity": 2, "e_above_lowest_kcal_mol": 0.00, "species": ["P", "F", "F", "F", "F", "F", "F", "O", "S", "O", "O", "C", "C", "C", "H", "H", "H", "H", "H", "H", "H", "H", "O", "S", "O", "O", "C", "C", "C", "H", "H", "H", "H", "H", "H", "H", "H", "O", "S", "O", "O", "C", "C", "C", "H", "H", "H", "H", "H", "H", "H", "H", "O", "S", "O", "O", "C", "C", "C", "H", "H", "H", "H", "H", "H", "H", "H", "O", "S", "O", "O", "C", "C", "C", "H", "H", "H", "H", "H", "H", "H", "H", "O", "S", "O", "O", "C", "C", "C", "H", "H", "H", "H", "H", "H", "H", "H", "C", "S", "O", "C", "H", "H", "H", "H", "H", "H", "C", "S", "O", "C", "H", "H", "H", "H", "H", "H"], "positions_angstrom": [[-0.40, -0.97, -0.09], [0.63, 0.08, -0.73], [-1.50, -0.31, -1.08], [0.12, -1.92, -1.31], [-1.41, -2.11, 0.35], [0.84, -1.60, 0.76], [-0.88, 0.10, 1.14], [0.96, -7.14, 0.71], [1.40, -6.06, 1.66], [1.84, -6.36, 3.00], [2.59, -5.17, 0.96], [3.70, -4.52, 1.74], [3.45, -3.26, 2.52], [0.06, -4.73, 1.70], [4.48, -4.28, 1.01], [4.10, -5.30, 2.40], [3.12, -2.37, 1.96], [4.37, -3.01, 3.04], [2.87, -3.37, 3.43], [-0.79, -5.22, 2.17], [0.02, -4.49, 0.64], [0.31, -3.82, 2.24], [-5.54, 0.76, -3.30], [-5.86, 0.69, -1.91], [-5.74, 1.86, -1.07], [-7.39, 0.11, -1.70], [-7.97, 0.24, -0.48], [-9.19, -0.65, -0.45], [-4.95, -0.73, -1.20], [-8.23, 1.29, -0.31], [-7.34, -0.22, 0.27], [-8.92, -1.70, -0.60], [-9.87, -0.28, -1.22], [-9.70, -0.63, 0.51], [-3.90, -0.48, -1.10], [-4.95, -1.50, -1.97], [-5.36, -1.04, -0.24], [5.84, -0.30, 0.36], [6.22, -1.16, -0.80], [7.14, -2.30, -0.65], [4.81, -1.80, -1.47], [3.57, -0.99, -1.41], [3.02, -0.61, -2.81], [6.79, -0.04, -2.12], [3.68, -0.09, -0.81], [2.75, -1.57, -0.98], [3.04, -1.49, -3.45], [3.60, 0.12, -3.36], [1.98, -0.34, -2.65], [7.72, 0.45, -1.84], [5.99, 0.70, -2.14], [6.84, -0.75, -2.94], [2.45, 3.29, 2.89], [3.22, 2.38, 2.14], [3.88, 2.76, 0.88], [4.44, 1.64, 3.11], [4.03, 1.36, 4.47], [4.57, 2.41, 5.46], [2.29, 0.80, 1.72], [4.58, 0.45, 4.71], [2.97, 1.12, 4.54], [3.99, 3.34, 5.52], [5.56, 2.63, 5.08], [4.63, 1.89, 6.42], [1.45, 1.16, 1.14], [1.75, 0.43, 2.59], [3.01, 0.10, 1.29], [-4.20, -1.50, 5.17], [-4.06, -0.81, 3.88], [-5.17, -0.09, 3.33], [-2.72, 0.15, 3.95], [-1.52, -0.41, 4.54], [-0.74, 0.67, 5.18], [-3.47, -1.99, 2.60], [-0.88, -0.89, 3.81], [-1.72, -1.35, 5.04], [-1.32, 1.34, 5.80], [-0.29, 1.31, 4.42], [0.07, 0.14, 5.68], [-2.55, -2.40, 3.03], [-3.40, -1.43, 1.67], [-4.16, -2.83, 2.65], [-1.88, 5.10, -2.84], [-1.05, 4.20, -3.61], [-0.81, 4.32, -5.02], [0.48, 4.04, -2.88], [1.43, 2.97, -3.29], [2.80, 3.55, -3.28], [-1.50, 2.46, -3.23], [1.29, 2.58, -4.30], [1.40, 2.19, -2.53], [3.49, 2.77, -3.60], [3.17, 3.82, -2.29], [2.87, 4.39, -3.96], [-1.00, 1.79, -3.92], [-2.56, 2.28, -3.42], [-1.28, 2.15, -2.21], [-0.42, 4.08, 0.43], [-1.18, 3.34, 2.02], [-1.62, 4.49, 2.91], [-2.71, 2.64, 1.22], [0.12, 3.28, -0.07], [0.29, 4.88, 0.61], [-1.19, 4.46, -0.24], [-3.41, 2.43, 2.04], [-2.61, 1.73, 0.63], [-3.21, 3.38, 0.61], [-0.18, -1.24, -7.21], [0.47, -1.18, -5.50], [1.02, 0.26, -5.36], [-1.17, -1.14, -4.62], [0.55, -1.41, -8.01], [-0.80, -0.37, -7.43], [-0.84, -2.10, -7.35], [-1.04, -1.23, -3.54], [-1.77, -2.00, -4.91], [-1.81, -0.32, -4.95]]}

=====

2.
{"formula": "INa", "method": "ωB97M-V with the def2-TZVPD basis set", "orbital_gap_ev": [10.04, 6.73], "homo_energy_ha": [-0.5544, -0.5413], "total_charge": 1, "multiplicity": 2, "species": ["Na", "I"], "positions_angstrom": [[-0.92, -1.11, -0.41], [0.92, 1.11, 0.41]]}

=====

3.
{"formula": "C14H68O27", "method": "ωB97M-V with the def2-TZVPD basis set", "orbital_gap_ev": 8.76, "homo_energy_ha": -0.3302, "multiplicity": 1, "e_above_lowest_kcal_mol": 0.00, "species": ["O", "H", "H", "O", "H", "H", "O", "H", "H", "O", "H", "H", "O", "H", "H", "O", "H", "H", "O", "H", "H", "O", "H", "H", "O", "H", "H", "O", "H", "H", "O", "H", "H", "O", "H", "H", "O", "H", "H", "C", "C", "O", "O", "H", "H", "H", "H", "H", "H", "C", "C", "O", "O", "H", "H", "H", "H", "H", "H", "C", "C", "O", "O", "H", "H", "H", "H", "H", "H", "C", "C", "O", "O", "H", "H", "H", "H", "H", "H", "C", "C", "O", "O", "H", "H", "H", "H", "H", "H", "C", "C", "O", "O", "H", "H", "H", "H", "H", "H", "C", "C", "O", "O", "H", "H", "H", "H", "H", "H"], "positions_angstrom": [[-1.33, -1.43, 3.06], [-0.53, -1.08, 3.41], [-1.79, -1.58, 3.90], [-2.77, -3.18, -1.47], [-2.83, -2.76, -2.32], [-3.27, -2.58, -0.90], [-0.70, -1.67, -3.29], [-0.11, -1.68, -2.54], [-1.28, -0.87, -3.30], [-4.33, -0.02, -2.05], [-4.86, 0.66, -2.40], [-3.40, 0.23, -2.18], [-2.01, 0.62, -3.39], [-1.30, 1.23, -3.55], [-2.51, 0.56, -4.15], [3.29, 0.13, 0.20], [2.90, 0.80, 0.74], [4.04, 0.56, -0.24], [1.88, -3.61, 0.19], [1.18, -3.98, -0.34], [2.25, -2.88, -0.35], [1.11, -0.29, 3.53], [1.75, -0.14, 4.26], [1.34, -1.15, 3.16], [-0.23, -4.20, -1.68], [-1.10, -3.81, -1.75], [-0.36, -5.11, -1.94], [3.59, -2.26, -2.38], [4.15, -2.54, -3.11], [3.84, -1.37, -2.14], [1.59, -3.31, -3.72], [2.37, -2.98, -3.29], [0.99, -3.43, -2.99], [2.03, -2.54, 2.68], [2.95, -2.22, 2.49], [1.72, -2.93, 1.84], [-3.50, -1.57, 0.41], [-4.20, -1.18, -0.13], [-2.96, -0.84, 0.59], [1.83, 3.07, -1.28], [0.81, 3.80, -0.39], [1.37, 4.94, 0.05], [1.28, 2.09, -2.13], [2.62, 2.63, -0.62], [2.44, 3.76, -1.82], [0.64, 3.07, 0.39], [-0.11, 4.02, -0.97], [0.75, 5.68, -0.17], [2.01, 1.57, -2.39], [4.18, 2.04, 2.94], [2.87, 2.68, 2.37], [2.12, 1.63, 1.94], [4.73, 3.06, 3.76], [4.85, 1.84, 2.08], [4.01, 1.13, 3.47], [3.08, 3.28, 1.48], [2.22, 3.22, 3.05], [1.68, 1.13, 2.65], [3.99, 3.55, 4.05], [-4.71, 3.54, 0.76], [-3.87, 2.97, -0.33], [-2.47, 3.04, -0.07], [-6.05, 3.22, 0.62], [-4.72, 4.66, 0.62], [-4.40, 3.24, 1.78], [-4.18, 3.55, -1.21], [-4.02, 1.90, -0.54], [-2.37, 3.99, 0.14], [-6.12, 2.29, 0.94], [2.07, 0.08, -4.25], [2.89, 1.35, -4.33], [3.70, 1.20, -3.21], [1.13, 0.04, -5.22], [1.54, -0.16, -3.35], [2.69, -0.78, -4.40], [2.41, 2.29, -4.39], [3.53, 1.51, -5.17], [4.59, 0.86, -3.45], [0.94, -0.92, -5.31], [-0.91, 2.72, 3.06], [-1.90, 1.94, 3.91], [-2.85, 1.23, 3.15], [-0.09, 3.51, 3.92], [-1.55, 3.40, 2.52], [-0.30, 2.15, 2.35], [-2.52, 2.50, 4.63], [-1.42, 1.26, 4.60], [-2.43, 0.51, 2.66], [0.19, 4.21, 3.37], [-1.19, -6.18, 1.45], [-1.16, -4.63, 1.50], [-0.85, -4.23, 2.81], [-1.18, -6.60, 0.12], [-2.06, -6.67, 1.91], [-0.31, -6.54, 1.97], [-2.06, -4.21, 1.04], [-0.34, -4.20, 0.96], [-1.02, -3.26, 2.85], [-0.27, -6.62, -0.23], [-0.10, -1.06, -0.04], [-0.57, 0.35, -0.27], [-1.65, 0.56, 0.73], [0.86, -1.29, -1.03], [-1.02, -1.68, -0.25], [0.24, -1.22, 1.02], [-0.93, 0.42, -1.37], [0.24, 1.02, -0.19], [-1.86, 1.51, 0.78], [1.48, -0.55, -0.97]]}

=====

4.
{"formula": "C12H8AlBrClN3O6", "method": "ωB97M-V with the def2-TZVPD basis set", "orbital_gap_ev": 9.69, "homo_energy_ha": -0.3761, "multiplicity": 1, "e_above_lowest_kcal_mol": 0.00, "species": ["Al", "Br", "C", "C", "C", "C", "C", "N", "C", "O", "O", "H", "H", "H", "C", "C", "N", "C", "C", "N", "C", "O", "O", "C", "O", "O", "H", "H", "H", "H", "H", "Cl"], "positions_angstrom": [[0.41, -0.49, -0.35], [2.85, 0.32, -2.85], [3.41, -0.05, -1.10], [4.76, -0.04, -0.79], [5.13, -0.31, 0.52], [4.16, -0.58, 1.47], [2.84, -0.56, 1.06], [2.47, -0.31, -0.20], [1.69, -0.84, 2.01], [1.89, -1.02, 3.18], [0.53, -0.78, 1.42], [5.49, 0.18, -1.55], [6.18, -0.31, 0.79], [4.38, -0.79, 2.50], [-2.87, -2.39, 0.24], [-2.73, -0.95, -0.04], [-1.60, -0.30, -0.26], [-1.91, 1.02, -0.45], [-3.26, 1.18, -0.34], [-3.75, -0.07, -0.07], [-4.17, 2.35, -0.45], [-3.60, 3.52, -0.69], [-5.35, 2.20, -0.25], [-0.78, 1.93, -0.71], [-0.96, 3.12, -0.89], [0.35, 1.30, -0.75], [-1.89, -2.86, 0.20], [-3.51, -2.86, -0.51], [-3.30, -2.56, 1.22], [-4.73, -0.26, 0.07], [-2.61, 3.45, -0.80], [0.47, -2.23, -1.60]]}

=====

5.
{"formula": "C27H34BCl2CrN8", "method": "ωB97M-V with the def2-TZVPD basis set", "orbital_gap_ev": [7.84, 8.50], "homo_energy_ha": [-0.4252, -0.4233], "total_charge": 1, "multiplicity": 3, "species": ["Cr", "C", "C", "C", "C", "N", "N", "B", "N", "C", "C", "C", "C", "N", "N", "C", "C", "C", "C", "N", "N", "C", "C", "C", "C", "N", "H", "H", "H", "H", "H", "H", "H", "H", "H", "H", "H", "H", "H", "H", "H", "H", "H", "H", "H", "H", "Cl", "C", "Cl", "H", "H", "C", "C", "C", "C", "C", "C", "C", "C", "C", "C", "H", "H", "H", "H", "H", "H", "H", "H", "H", "H", "H", "H"], "positions_angstrom": [[0.39, 0.26, -0.33], [-1.60, -3.02, 0.20], [-1.65, -2.15, -1.01], [-2.27, -2.35, -2.25], [-2.13, -1.17, -2.93], [-1.46, -0.30, -2.15], [-1.14, -0.92, -0.98], [-1.63, 1.26, -2.14], [-2.07, 1.56, -0.69], [-3.24, 1.88, -0.10], [-3.08, 1.79, 1.27], [-1.76, 1.39, 1.46], [-1.00, 1.10, 2.70], [-1.18, 1.26, 0.27], [-0.28, 2.00, -2.32], [-0.01, 3.03, -3.13], [1.24, 3.52, -2.82], [1.71, 2.71, -1.78], [2.99, 2.80, -1.06], [0.78, 1.80, -1.50], [-2.55, 1.69, -3.24], [-3.45, 2.71, -3.34], [-3.76, 2.86, -4.67], [-2.99, 1.89, -5.34], [-2.90, 1.63, -6.80], [-2.27, 1.21, -4.47], [-1.15, -3.98, -0.02], [-2.62, -3.20, 0.55], [-1.04, -2.51, 0.99], [-2.77, -3.23, -2.58], [-2.44, -0.88, -3.91], [-4.10, 2.14, -0.67], [-3.81, 1.99, 2.02], [-1.51, 1.52, 3.57], [0.00, 1.54, 2.63], [-0.89, 0.03, 2.86], [-0.71, 3.36, -3.88], [1.76, 4.35, -3.27], [3.66, 3.48, -1.57], [3.46, 1.82, -1.00], [2.82, 3.15, -0.05], [-3.78, 3.27, -2.49], [-4.45, 3.55, -5.10], [-3.74, 2.09, -7.32], [-2.89, 0.56, -7.00], [-1.98, 2.05, -7.20], [3.48, -4.75, -0.39], [1.72, -4.56, -0.39], [1.23, -3.16, -1.37], [1.38, -4.40, 0.63], [1.27, -5.45, -0.84], [3.30, -1.59, 1.82], [3.26, -0.21, 1.12], [3.19, 0.87, 2.22], [2.04, -0.10, 0.31], [4.47, -0.05, 0.19], [4.62, -0.91, -0.90], [5.68, -0.76, -1.78], [6.58, 0.27, -1.61], [6.45, 1.13, -0.54], [5.40, 0.97, 0.36], [2.36, -1.76, 2.34], [4.11, -1.62, 2.54], [3.46, -2.39, 1.11], [2.28, 0.71, 2.80], [3.14, 1.86, 1.78], [4.04, 0.80, 2.89], [1.96, -0.79, -0.58], [3.93, -1.72, -1.06], [5.79, -1.44, -2.61], [7.39, 0.40, -2.32], [7.16, 1.92, -0.39], [5.33, 1.66, 1.18]]}

=====

6.
{"formula": "C5H5ClOS", "method": "ωB97M-V with the def2-TZVPD basis set", "orbital_gap_ev": [7.55, 7.64], "homo_energy_ha": [-0.2517, -0.3522], "multiplicity": 3, "e_above_lowest_kcal_mol": 43.63, "species": ["C", "C", "C", "C", "C", "O", "S", "Cl", "H", "H", "H", "H", "H"], "positions_angstrom": [[-0.95, -0.44, 0.87], [0.01, -1.36, 0.95], [1.12, -1.88, 0.45], [-1.33, 0.23, -0.42], [0.71, 2.08, -0.63], [2.20, -1.22, 0.31], [-0.93, 2.04, -0.25], [1.49, 0.77, -1.11], [-1.47, -0.19, 1.77], [0.89, -2.88, 0.19], [-0.62, -0.22, -1.17], [-2.36, 0.16, -0.81], [1.22, 2.89, -0.15]]}

=====

7.
{"formula": "H3OPS2", "method": "ωB97M-V with the def2-TZVPD basis set", "orbital_gap_ev": 7.92, "homo_energy_ha": -0.3273, "smiles": "S=PS.O", "multiplicity": 1, "e_above_lowest_kcal_mol": 27.24, "species": ["O", "P", "S", "S", "H", "H", "H"], "positions_angstrom": [[-1.86, -0.35, 0.99], [1.37, -0.63, -1.09], [2.74, -0.67, 0.22], [0.90, 1.25, -1.64], [-2.74, -0.31, 1.42], [-1.84, -1.30, 0.75], [1.43, 2.01, -0.66]]}

=====

8.
{"formula": "C3H6N2O2", "method": "ωB97M-V with the def2-TZVPD basis set", "orbital_gap_ev": [8.33, 8.34], "homo_energy_ha": [-0.2928, -0.2930], "multiplicity": 1, "e_above_lowest_kcal_mol": 187.96, "species": ["C", "C", "C", "N", "N", "O", "O", "H", "H", "H", "H", "H", "H"], "positions_angstrom": [[0.39, -0.70, 0.98], [-1.19, 1.76, 0.73], [1.21, -1.33, -1.27], [-1.49, 0.41, 0.55], [0.27, -0.66, -0.28], [0.85, -0.98, 2.05], [-0.91, -0.09, -0.70], [-0.77, 1.77, 1.77], [-0.36, 1.91, -0.02], [-2.17, 2.30, 0.49], [1.95, -1.89, -0.73], [0.63, -2.05, -1.81], [1.59, -0.45, -1.78]]}

=====

9.
{"formula": "CH4INO", "method": "ωB97M-V with the def2-TZVPD basis set", "orbital_gap_ev": [8.39, 8.51], "homo_energy_ha": [-0.3168, -0.3091], "multiplicity": 1, "e_above_lowest_kcal_mol": 73.54, "species": ["C", "N", "O", "I", "H", "H", "H", "H"], "positions_angstrom": [[1.40, -0.02, -0.60], [-1.44, 0.03, 0.43], [-1.31, 0.02, -0.88], [1.16, 0.35, 1.39], [2.12, 0.77, -0.95], [1.54, -1.13, -0.91], [-1.87, 0.85, 0.74], [-1.61, -0.87, 0.79]]}

=====

10.
{"formula": "C4H8O2", "method": "ωB97M-V with the def2-TZVPD basis set", "orbital_gap_ev": 9.62, "homo_energy_ha": -0.3223, "multiplicity": 1, "e_above_lowest_kcal_mol": 125.72, "species": ["O", "C", "C", "C", "O", "C", "H", "H", "H", "H", "H", "H", "H", "H"], "positions_angstrom": [[-0.86, -2.17, -0.48], [-1.12, -0.77, -0.46], [0.08, -0.07, 0.16], [1.24, 0.60, -0.60], [1.13, 1.76, 0.27], [0.17, 1.15, 1.05], [-1.58, -2.60, -0.96], [-2.01, -0.54, 0.15], [-1.35, -0.42, -1.49], [0.51, -0.32, 1.23], [2.22, 0.12, -0.47], [1.12, 0.89, -1.66], [0.80, 0.63, 2.19], [-0.62, 1.72, 1.51]]}

=====

11.
{"formula": "C32H30MgNO9P4", "method": "ωB97M-V with the def2-TZVPD basis set", "orbital_gap_ev": 7.88, "homo_energy_ha": -0.2038, "total_charge": -1, "multiplicity": 1, "e_above_lowest_kcal_mol": 17.59, "species": ["Mg", "C", "C", "O", "C", "C", "C", "C", "C", "C", "O", "H", "H", "H", "H", "H", "H", "H", "N", "P", "C", "C", "C", "C", "C", "C", "C", "C", "C", "C", "C", "C", "P", "C", "C", "C", "C", "C", "C", "C", "C", "C", "C", "C", "C", "H", "H", "H", "H", "H", "H", "H", "H", "H", "H", "H", "H", "H", "H", "H", "H", "H", "H", "H", "H", "H", "O", "P", "O", "O", "O", "P", "O", "O", "O", "H", "H"], "positions_angstrom": [[-1.27, -0.06, -0.15], [-3.94, -3.36, -0.13], [-2.66, -2.62, 0.17], [-2.32, -1.74, -0.64], [-1.85, -2.97, 1.33], [-2.24, -4.04, 2.14], [-1.49, -4.48, 3.21], [-0.30, -3.80, 3.50], [0.12, -2.74, 2.74], [-0.63, -2.27, 1.62], [-0.17, -1.28, 0.94], [-4.38, -2.90, -1.02], [-4.63, -3.28, 0.71], [-3.74, -4.42, -0.32], [-3.17, -4.55, 1.92], [-1.82, -5.31, 3.81], [0.31, -4.13, 4.33], [1.03, -2.21, 2.97], [2.39, 1.60, 0.63], [2.75, 0.30, 1.70], [4.17, 1.07, 2.57], [4.99, 0.24, 3.34], [6.00, 0.76, 4.12], [6.21, 2.14, 4.17], [5.39, 2.97, 3.42], [4.38, 2.44, 2.64], [3.66, -0.84, 0.58], [2.93, -1.94, 0.11], [3.49, -2.80, -0.83], [4.77, -2.57, -1.31], [5.50, -1.48, -0.85], [4.94, -0.62, 0.09], [1.09, 1.56, -0.48], [1.94, 1.07, -2.03], [1.49, -0.04, -2.74], [2.16, -0.46, -3.88], [3.28, 0.22, -4.32], [3.73, 1.34, -3.62], [3.05, 1.77, -2.49], [0.88, 3.35, -0.78], [1.24, 4.30, 0.16], [1.05, 5.65, -0.10], [0.49, 6.06, -1.30], [0.10, 5.11, -2.24], [0.30, 3.76, -1.98], [3.22, 1.98, 0.19], [4.84, -0.84, 3.31], [6.63, 0.10, 4.70], [6.99, 2.55, 4.79], [5.54, 4.05, 3.46], [3.74, 3.11, 2.07], [1.93, -2.10, 0.48], [2.92, -3.64, -1.19], [5.20, -3.23, -2.05], [6.49, -1.29, -1.23], [5.51, 0.23, 0.44], [0.60, -0.57, -2.41], [1.80, -1.32, -4.42], [3.81, -0.11, -5.20], [4.59, 1.89, -3.97], [3.39, 2.66, -1.98], [1.65, 3.99, 1.11], [1.33, 6.39, 0.65], [0.35, 7.11, -1.51], [-0.36, 5.41, -3.17], [-0.03, 3.02, -2.71], [-2.23, 2.78, -0.37], [-3.36, 1.81, 0.28], [-4.44, 2.57, 0.90], [-2.61, 0.73, 1.04], [-3.88, 1.02, -1.10], [-3.05, 0.70, -2.45], [-3.10, 2.10, -3.25], [-3.68, -0.38, -3.23], [-1.57, 0.62, -2.01], [-1.85, 2.19, -1.07], [-3.88, 2.11, -3.81]]}

=====

12.
{"formula": "C3H3NO2", "method": "ωB97M-V with the def2-TZVPD basis set", "orbital_gap_ev": 9.83, "homo_energy_ha": -0.3981, "smiles": "N#CC(=O)CO", "multiplicity": 1, "e_above_lowest_kcal_mol": 104.70, "species": ["C", "C", "C", "H", "H", "H", "N", "O", "O"], "positions_angstrom": [[0.38, 0.33, 0.56], [0.53, 0.04, -0.93], [-0.75, -0.60, -1.23], [-0.89, -0.53, 1.70], [1.04, -0.37, 0.92], [1.11, 1.17, 0.72], [-2.09, -0.57, -1.28], [-0.83, 0.38, 1.16], [1.50, 0.16, -1.61]]}